No. 1
Density functional theory data (wB97M-V/def2-TZVPD) for a molecular structure, C15H12Br2N3NiO3 in a non-equilibrium geometry.

The geometry in ORCA input format:
```
! wB97M-V def2-TZVPD RIJCOSX def2/J DEFGRID3
* xyz 1 1
Ni 0.3718 0.0252 -0.6062
Br 0.8653 -0.1474 4.3171
C 2.2070 -0.2017 3.0004
C 3.5579 -0.1993 3.3579
C 4.5393 -0.2255 2.4018
Br 6.3487 -0.2222 2.9426
C 4.2040 -0.2512 1.0283
C 5.1297 -0.2405 -0.0341
C 4.6800 -0.2517 -1.3306
C 3.3044 -0.2542 -1.5794
N 2.4080 -0.2576 -0.6110
C 2.8341 -0.2690 0.6848
C 1.7963 -0.2514 1.6699
O 0.5495 -0.2726 1.2939
H 3.8291 -0.1720 4.4041
H 6.1889 -0.2183 0.1826
H 5.3712 -0.2520 -2.1603
H 2.9331 -0.2584 -2.5973
O 0.2657 2.1517 -0.9035
H 0.0039 2.6874 -0.1439
H 0.9471 2.6400 -1.3811
N -6.5861 -0.3045 -1.8240
C -5.8935 -0.2035 -0.6686
O -6.4239 -0.1047 0.4158
C -4.3811 -0.2173 -0.7615
C -3.6461 -0.2728 -1.9399
C -2.2668 -0.2669 -1.8697
N -1.6093 -0.2142 -0.7073
C -2.3096 -0.1725 0.4351
C -3.6888 -0.1705 0.4425
H -7.5906 -0.3188 -1.7593
H -6.1729 -0.3974 -2.7317
H -4.1114 -0.3151 -2.9140
H -1.6752 -0.3139 -2.7757
H -1.7361 -0.1534 1.3533
H -4.2439 -0.1337 1.3691
*
```

Frontier orbital gap (alpha / beta) ... 5.7 / 5.7 eV
LUMO (alpha / beta) ... -0.1826 / -0.1825 Eh

These are the natural (NBO) partial charges, in e, on atoms 1 to 5: Ni 1.267; Br 0.110; C -0.178; C -0.209; C -0.096

***

No. 2
Density functional theory data (wB97M-V/def2-TZVPD) for a molecular structure, C15H12F6N5O4RuS4 in a non-equilibrium geometry.

The geometry in ORCA input format:
```
! wB97M-V def2-TZVPD RIJCOSX def2/J DEFGRID3
* xyz 1 1
Ru 0.3300 -0.2981 -0.2858
N 0.4720 -0.5741 -4.5781
C 0.6200 -0.6519 -3.2562
S 0.6188 0.8092 -2.2984
N 0.8762 -1.8125 -2.6831
N 0.8738 -1.8640 -1.3729
C 1.9974 -1.6426 -0.6567
C 2.2454 -2.3397 0.6259
C 3.4353 -2.9783 0.9083
C 3.5977 -3.6281 2.1217
C 2.5438 -3.6438 3.0210
C 1.3770 -2.9742 2.7162
N 1.2677 -2.3167 1.5543
H 0.3704 0.3190 -5.0266
H 0.4972 -1.4098 -5.1399
H 2.8868 -1.3720 -1.2203
H 4.2255 -2.9627 0.1695
H 4.5367 -4.1054 2.3637
H 2.6264 -4.1370 3.9786
H 0.5297 -2.8795 3.3791
F -2.2269 0.6126 2.7169
C -2.3089 1.8869 2.3278
F -2.7729 2.6174 3.3201
F -3.1491 1.9524 1.2906
S -0.6235 2.4592 1.8252
O -0.2260 1.4287 0.8390
O -0.7822 3.7509 1.2483
N 0.2614 2.3622 3.0942
S 0.7817 0.7977 3.3434
O 1.2274 0.6203 4.7230
O 0.2051 -1.5375 1.3866
C 2.4633 0.9003 2.4228
F 3.2852 -0.0045 2.9519
F 2.3418 0.5360 1.0835
F 3.0384 2.0807 2.4548
S -1.9338 -0.6426 -0.8375
C -2.5527 0.6992 -1.7014
C -2.0326 2.0107 -1.6552
C -2.5998 3.0005 -2.4412
C -3.6788 2.7072 -3.2580
C -4.2280 1.4205 -3.2799
C -3.6810 0.4243 -2.5097
H -1.2406 2.2576 -0.9678
H -2.2038 4.0063 -2.3985
H -4.1126 3.4839 -3.8744
H -5.0828 1.2070 -3.9074
H -4.0964 -0.5758 -2.5175
*
```

Energy relative to the best compared isomer or geometry (same formula, charge and spin) ... 4.3834 eV
Frontier orbital gap (alpha / beta) ... 4.9 / 4.9 eV
LUMO (alpha / beta) ... -0.2427 / -0.2398 Eh

These are the natural (NBO) partial charges, in e, on atoms 1 to 5: Ru 0.622; N -0.762; C 0.237; S 0.173; N -0.258

***

No. 3
Density functional theory data (wB97M-V/def2-TZVPD) for a molecular structure, C15H12I2N2O2Ti.

The geometry in ORCA input format:
```
! wB97M-V def2-TZVPD RIJCOSX def2/J DEFGRID3
* xyz 0 1
Ti 0.0928 -1.5500 0.7573
O 1.9282 -1.4001 0.8688
C 2.7980 -0.3951 0.9675
C 4.0659 -0.6441 1.5001
C 4.9811 0.3797 1.6228
C 4.6662 1.6765 1.2094
C 3.4256 1.9261 0.6692
C 2.4698 0.9075 0.5470
C 1.1937 1.2066 -0.0590
N 0.2212 0.3681 -0.0914
N -0.9106 0.7332 -0.8154
C -1.5532 -0.3529 -1.1083
O -1.0946 -1.5354 -0.7399
C -2.8268 -0.2846 -1.8482
C -3.3559 0.9442 -2.2388
C -4.5525 0.9874 -2.9308
C -5.2260 -0.1897 -3.2356
C -4.7016 -1.4125 -2.8457
C -3.5020 -1.4626 -2.1519
H 4.2981 -1.6556 1.8062
H 5.9571 0.1708 2.0415
H 5.3906 2.4726 1.3071
H 3.1649 2.9223 0.3322
H 1.0373 2.1739 -0.5319
H -2.8194 1.8497 -1.9927
H -4.9631 1.9416 -3.2338
H -6.1624 -0.1505 -3.7771
H -5.2273 -2.3286 -3.0800
H -3.0826 -2.4080 -1.8369
I 0.0364 0.3915 3.2620
C 1.5161 -0.4638 4.2750
I -1.0071 -3.2957 2.3869
H 1.2577 -1.0229 5.1569
H 2.4844 -0.4994 3.8072
*
```

Frontier orbital gap (alpha / beta) ... 5.0 / 5.0 eV
LUMO (alpha / beta) ... -0.0595 / -0.0595 Eh

These are the natural (NBO) partial charges, in e, on atoms 1 to 5: Ti 1.305; O -0.754; C 0.424; C -0.286; C -0.158

***

No. 4
Density functional theory data (wB97M-V/def2-TZVPD) for a molecular structure, C15H12IN4O7Rb in a non-equilibrium geometry.

The geometry in ORCA input format:
```
! wB97M-V def2-TZVPD RIJCOSX def2/J DEFGRID3
* xyz -2 1
Rb -1.3761 1.2771 -0.2611
O -1.1949 0.7910 -4.2795
C -0.7586 -0.1193 -3.4072
O -1.4301 -0.9580 -2.7775
C 0.7973 -0.0495 -3.1866
C 1.5703 -1.0145 -3.8173
C 2.9451 -1.0154 -3.5687
C 3.5880 -0.2306 -2.6405
C 2.7349 0.6670 -1.9869
C 1.4231 1.0265 -2.4183
O 0.9334 2.1961 -2.3348
N 3.2526 1.3072 -0.7811
O 4.4801 1.4688 -0.6752
O 2.4043 1.6761 0.0514
N 3.7414 -2.0041 -4.2448
O 4.8947 -2.2065 -3.8551
O 3.1610 -2.6515 -5.1547
H 1.1720 -1.7937 -4.4946
H 4.6370 -0.3155 -2.3864
I -5.2362 1.8763 1.5518
C -3.8176 2.5518 3.0020
H -4.2448 2.3983 4.0252
H -3.6389 3.6150 2.7663
N -2.7617 2.4075 -2.9684
C -3.2659 3.3162 -2.4016
H -1.9293 1.5210 -3.7413
N -0.9788 0.8042 2.4527
C -0.8549 -0.3811 2.9851
C -2.0104 -1.0708 3.4404
C -1.9186 -2.1793 4.2580
C -0.6722 -2.7604 4.5369
C 0.4782 -2.1721 3.9756
C 0.4179 -1.0296 3.2297
H -2.8969 1.9597 2.8428
H -0.0259 1.1841 2.3569
H -2.9613 -0.6194 3.1795
H -2.8618 -2.6114 4.6299
H -0.5737 -3.6686 5.1642
H 1.4701 -2.6012 4.1741
H 1.3073 -0.5913 2.7589
*
```

Energy relative to the best compared isomer or geometry (same formula, charge and spin) ... 0.0000 eV
Frontier orbital gap ... 5.2 eV
LUMO ... 0.1387 Eh

These are the natural (NBO) partial charges, in e, on atoms 1 to 5: Rb 0.943; O -0.763; C 0.807; O -0.644; C -0.211

***

No. 5
Density functional theory data (wB97M-V/def2-TZVPD) for C15H12N2O7 in the gas phase in a non-equilibrium geometry.

The geometry in ORCA input format:
```
! wB97M-V def2-TZVPD RIJCOSX def2/J DEFGRID3
* xyz 0 1
O 1.7892 1.3646 -3.4505
C 1.1689 0.4543 -2.9831
C -0.2526 0.0683 -3.3865
N -1.1016 -0.0730 -2.2287
C -0.9390 0.7405 -1.1595
O 0.0079 1.5024 -1.0602
C -1.9854 0.6236 -0.1402
C -2.2861 1.4487 0.9139
C -3.4098 0.8820 1.5520
C -3.7101 -0.2451 0.8481
O -2.8665 -0.4089 -0.1807
O 1.6806 -0.4626 -2.1481
C 3.0307 -0.2634 -1.7479
C 3.2455 -0.9235 -0.3968
O 4.2187 -1.5819 -0.1436
C 2.1342 -0.6920 0.5704
C 1.4146 -1.7849 1.0483
C 0.3809 -1.5948 1.9424
C 0.1005 -0.3081 2.3864
N -0.9731 -0.1080 3.3261
O -1.0781 0.9833 3.8412
O -1.7163 -1.0439 3.5361
C 0.8287 0.7861 1.9366
C 1.8335 0.5947 1.0097
H -0.6254 0.8467 -4.0638
H -0.2055 -0.8864 -3.9157
H -1.9166 -0.6624 -2.2884
H -1.7695 2.3469 1.1811
H -3.9112 1.2550 2.4204
H -4.4708 -0.9884 0.9817
H 3.7096 -0.6971 -2.4910
H 3.2312 0.8143 -1.6784
H 1.6667 -2.7766 0.7062
H -0.2030 -2.4225 2.3155
H 0.5902 1.7709 2.3060
H 2.3888 1.4415 0.6410
*
```

Energy relative to the best compared isomer or geometry (same formula, charge and spin) ... 0.0920 eV
Frontier orbital gap ... 8.6 eV
LUMO ... -0.0252 Eh

These are the natural (NBO) partial charges, in e, on atoms 1 to 5: O -0.578; C 0.820; C -0.312; N -0.597; C 0.636

***

No. 6
Density functional theory data (wB97M-V/def2-TZVPD) for a molecular structure, C15H12N5O2RuS2Se5.

The geometry in ORCA input format:
```
! wB97M-V def2-TZVPD RIJCOSX def2/J DEFGRID3
* xyz 1 1
Ru 0.6460 -0.6406 -0.7661
O -1.6636 3.2424 -0.5993
C -2.3941 2.9199 0.4971
C -3.2141 3.9139 1.0242
C -4.0027 3.6530 2.1241
C -3.9961 2.3926 2.7202
C -3.1844 1.4084 2.2051
C -2.3631 1.6495 1.0949
C -1.4882 0.5727 0.6029
O -0.6887 0.8276 -0.4253
N -1.5102 -0.5864 1.1806
N -0.6602 -1.4979 0.5518
C -0.7867 -2.6950 1.0029
S 0.0553 -4.0417 0.2770
C -0.0419 -5.0530 1.7787
C -1.4470 -4.8527 2.3180
S -1.8087 -3.0705 2.3532
H -1.2046 2.4284 -0.8677
H -3.2161 4.8827 0.5429
H -4.6360 4.4360 2.5209
H -4.6208 2.1893 3.5787
H -3.1601 0.4249 2.6535
H 0.7168 -4.7221 2.4856
H 0.1424 -6.0879 1.4958
H -1.5351 -5.2233 3.3384
H -2.1814 -5.3575 1.6924
Se 1.9772 -2.4174 -1.4671
Se 3.8416 -2.7888 -0.0779
Se 4.1610 -0.5343 0.5092
Se 1.9856 0.0051 1.0974
Se 4.5281 -1.5705 -3.7347
N 4.6903 0.1275 -4.1259
C 3.7465 0.8096 -3.5129
C 3.5882 2.2287 -3.5487
C 2.5949 2.7499 -2.7944
C 1.7438 1.9033 -2.0189
N 1.8199 0.5952 -1.9869
C 2.8341 0.0425 -2.7135
N 3.0769 -1.2529 -2.7176
H 4.2583 2.8297 -4.1480
H 2.4178 3.8149 -2.7479
H 0.9793 2.3450 -1.3929
*
```

Energy relative to the best compared isomer or geometry (same formula, charge and spin) ... 0.1215 eV
Frontier orbital gap ... 4.9 eV
LUMO ... -0.1997 Eh

These are the natural (NBO) partial charges, in e, on atoms 1 to 5: Ru 0.279; O -0.677; C 0.346; C -0.276; C -0.149

***

Which formula does entry 5 have?
C15H12N2O7